Record 1
{
  "formula": "C22H24NO4STl",
  "method": "ωB97M-V/def2-TZVPD",
  "charge": -2,
  "e_tot_ha": -1778.9358,
  "gap_ha": [0.189, 0.179],
  "e_above_lowest_kcal_mol": 0.0,
  "homo_ha": [-0.026, -0.023],
  "symbols": ["Tl", "C", "C", "C", "H", "C", "C", "H", "H", "H", "H", "C", "C", "C", "H", "C", "C", "H", "H", "H", "H", "O", "C", "C", "C", "C", "C", "H", "H", "H", "H", "H", "H", "H", "H", "H", "H", "O", "S", "O", "N", "C", "O", "C", "C", "C", "C", "C", "C", "H", "H", "H", "H"],
  "coordinates": [[0.491, -0.073, 0.099], [-2.120, 1.965, 0.320], [-0.903, 2.441, 0.890], [-0.024, 2.805, -0.188], [-0.687, 2.533, 1.953], [-0.724, 2.585, -1.414], [-2.014, 2.068, -1.096], [-2.793, 1.813, -1.811], [-2.982, 1.604, 0.878], [0.993, 3.180, -0.088], [-0.342, 2.800, -2.411], [-1.552, -2.353, -0.276], [-2.381, -1.612, -1.155], [-1.697, -1.466, -2.395], [-3.376, -1.244, -0.914], [-0.447, -2.142, -2.294], [-0.343, -2.681, -0.974], [0.492, -3.258, -0.576], [-1.807, -2.628, 0.744], [-2.067, -0.947, -3.280], [0.288, -2.251, -3.093], [1.835, 0.535, -1.548], [2.728, -0.285, -4.170], [3.612, -0.029, -3.034], [1.931, 0.800, -4.739], [2.656, -1.640, -4.730], [2.913, -0.351, -1.682], [3.895, 1.033, -3.012], [4.522, -0.642, -3.107], [2.556, -1.413, -1.693], [3.619, -0.236, -0.831], [2.524, 1.434, -5.424], [1.518, 1.452, -3.954], [1.093, 0.397, -5.326], [3.481, -1.841, -5.436], [1.716, -1.778, -5.283], [2.710, -2.413, -3.947], [-3.728, -1.800, 4.015], [-3.097, -0.602, 3.522], [-3.936, 0.499, 3.109], [-1.945, -0.948, 2.374], [-0.694, -0.789, 2.797], [0.349, -1.194, 2.155], [-0.614, -0.072, 4.087], [0.493, 0.497, 4.748], [0.297, 1.013, 6.033], [-0.963, 0.979, 6.652], [-2.068, 0.482, 5.950], [-1.864, -0.021, 4.667], [1.465, 0.534, 4.253], [1.134, 1.441, 6.581], [-1.078, 1.349, 7.672], [-3.063, 0.471, 6.382]]
}



Record 2
{
  "formula": "C37H37N3P2V",
  "method": "ωB97M-V/def2-TZVPD",
  "e_tot_ha": -3222.8711,
  "multiplicity": 4,
  "gap_ha": [0.283, 0.253],
  "e_above_lowest_kcal_mol": 8.9,
  "homo_ha": [-0.282, -0.294],
  "symbols": ["V", "C", "C", "C", "C", "C", "C", "C", "C", "C", "H", "H", "H", "H", "H", "H", "H", "H", "H", "H", "H", "H", "H", "H", "H", "P", "P", "C", "C", "C", "C", "C", "C", "C", "C", "C", "C", "C", "C", "C", "C", "C", "C", "C", "C", "C", "C", "C", "C", "C", "C", "C", "C", "H", "H", "H", "H", "H", "H", "H", "H", "H", "H", "H", "H", "H", "H", "H", "H", "H", "H", "H", "H", "H", "H", "N", "C", "N", "C", "N"],
  "coordinates": [[-0.143, 0.159, 0.132], [-2.203, -0.131, 0.852], [-2.072, -0.467, -0.509], [-2.447, 0.469, -1.614], [-1.305, 1.339, -2.194], [-0.227, 1.745, -1.250], [-0.467, 2.137, 0.103], [-1.842, 2.417, 0.633], [-2.591, 1.235, 1.317], [1.766, 0.122, -0.332], [-2.305, -0.947, 1.581], [-1.992, -1.525, -0.762], [-3.303, 1.116, -1.340], [-2.799, -0.168, -2.445], [-0.868, 0.795, -3.051], [-1.782, 2.215, -2.665], [0.725, 2.003, -1.728], [0.378, 2.556, 0.682], [-2.481, 2.870, -0.145], [-1.734, 3.211, 1.391], [-2.441, 1.336, 2.410], [-3.672, 1.437, 1.184], [2.270, -0.483, 0.441], [2.237, 1.113, -0.457], [1.683, -0.424, -1.294], [0.118, -2.306, -9.437], [2.089, 0.416, -9.693], [-0.455, -0.707, -10.079], [0.327, 0.406, -10.111], [-0.756, -3.477, -10.545], [-1.943, -3.170, -11.221], [-2.572, -4.135, -12.020], [-2.026, -5.416, -12.139], [-0.835, -5.727, -11.468], [-0.192, -4.765, -10.689], [-0.843, -2.444, -7.861], [-0.474, -1.583, -6.806], [-1.214, -1.578, -5.622], [-2.334, -2.410, -5.486], [-2.682, -3.284, -6.522], [-1.918, -3.327, -7.695], [2.752, 1.194, -11.247], [2.721, 0.408, -12.418], [3.082, 0.956, -13.649], [3.475, 2.299, -13.736], [3.535, 3.077, -12.574], [3.205, 2.519, -11.330], [2.153, 1.819, -8.517], [3.285, 1.898, -7.677], [3.436, 2.984, -6.815], [2.463, 3.993, -6.773], [1.335, 3.905, -7.591], [1.164, 2.806, -8.445], [-1.491, -0.668, -10.441], [-0.065, 1.358, -10.502], [-2.406, -2.191, -11.129], [-3.496, -3.872, -12.535], [-2.529, -6.170, -12.751], [-0.408, -6.728, -11.551], [0.742, -5.004, -10.175], [0.380, -0.912, -6.932], [-0.922, -0.919, -4.802], [-2.932, -2.373, -4.574], [-3.553, -3.930, -6.424], [-2.181, -4.031, -8.486], [2.380, -0.629, -12.360], [3.044, 0.342, -14.551], [3.728, 2.735, -14.705], [3.826, 4.126, -12.635], [3.270, 3.138, -10.435], [4.043, 1.112, -7.718], [4.319, 3.050, -6.180], [2.587, 4.848, -6.104], [0.576, 4.687, -7.580], [0.268, 2.743, -9.058], [0.161, 0.217, 1.912], [0.379, 0.070, 3.066], [0.751, -0.264, 4.225], [0.293, 0.204, 5.371], [-0.044, 0.577, 6.435]]
}